Record 1
C47H39ClNO5P2PtS5 as an isolated structure in a non-equilibrium geometry, computed with ωB97M-V/def2-TZVPD.

Structure (ORCA input):
```
! wB97M-V def2-TZVPD RIJCOSX def2/J DEFGRID3
* xyz 1 1
Pt -0.186 -0.111 0.413
C -0.628 3.406 1.696
C -0.530 2.345 2.789
P 0.426 0.847 2.444
C 2.160 1.344 2.427
C 3.146 0.362 2.352
C 4.484 0.711 2.357
C 4.852 2.047 2.420
C 3.877 3.032 2.491
C 2.534 2.686 2.496
C 0.178 -0.161 3.912
C 1.215 -0.292 4.841
C 0.982 -0.940 6.042
C -0.268 -1.472 6.321
C -1.297 -1.338 5.402
C -1.079 -0.686 4.202
C -1.733 3.111 0.695
P -1.247 1.832 -0.522
C -0.286 2.863 -1.684
C -0.868 3.292 -2.873
C -0.160 4.101 -3.751
C 1.136 4.487 -3.453
C 1.721 4.072 -2.263
C 1.015 3.270 -1.382
C -2.740 1.384 -1.420
C -3.876 2.185 -1.328
C -5.006 1.867 -2.065
C -5.003 0.757 -2.897
C -3.868 -0.036 -2.996
C -2.740 0.272 -2.256
H 0.319 3.513 1.168
H -0.813 4.371 2.169
H -1.515 1.990 3.098
H -0.039 2.741 3.683
H 2.864 -0.675 2.280
H 5.238 -0.064 2.304
H 5.898 2.323 2.420
H 4.159 4.074 2.552
H 1.799 3.474 2.573
H 2.193 0.122 4.655
H 1.786 -1.030 6.760
H -0.440 -1.987 7.257
H -2.276 -1.750 5.607
H -1.894 -0.594 3.503
H -1.947 3.998 0.095
H -2.646 2.798 1.197
H -1.876 2.993 -3.129
H -0.624 4.417 -4.676
H 1.693 5.106 -4.145
H 2.736 4.362 -2.025
H 1.512 2.928 -0.482
H -3.898 3.053 -0.683
H -5.891 2.482 -1.983
H -5.891 0.505 -3.461
H -3.867 -0.906 -3.641
H -1.864 -0.354 -2.317
S 1.953 0.158 -0.373
C 1.675 0.438 -2.083
N 0.521 0.479 -2.645
C 0.657 0.771 -3.998
C -0.395 0.884 -4.905
C -0.102 1.164 -6.225
C 1.221 1.333 -6.651
C 2.274 1.221 -5.763
C 1.975 0.941 -4.434
S 3.062 0.737 -3.091
H -1.417 0.760 -4.568
H -0.906 1.257 -6.943
H 1.423 1.549 -7.691
H 3.296 1.350 -6.093
O 0.364 -1.785 1.460
C 0.354 -3.062 0.816
C 0.717 -2.848 -0.630
C 1.866 -3.148 -1.278
C 1.923 -2.613 -2.606
C 0.829 -1.883 -2.920
S -0.303 -1.859 -1.627
C -1.009 -3.712 0.997
C -1.920 -4.142 0.078
C -3.053 -4.769 0.669
C -2.970 -4.811 2.024
S -1.524 -4.102 2.592
C 1.364 -4.002 1.460
C 1.577 -5.306 1.123
C 2.525 -5.950 1.961
C 3.000 -5.125 2.932
S 2.294 -3.571 2.830
H 2.657 -3.730 -0.829
H 2.746 -2.775 -3.288
H 0.603 -1.379 -3.846
H -1.794 -4.049 -0.990
H -3.888 -5.159 0.106
H -3.686 -5.217 2.720
H 1.056 -5.794 0.311
H 2.829 -6.980 1.850
H 3.715 -5.349 3.707
O -3.013 0.685 1.922
Cl -3.339 -0.608 1.357
O -3.503 -1.586 2.368
O -4.448 -0.535 0.482
O -2.137 -1.001 0.522
*
```

Summary:
HOMO in eV: -10.15
Relative energy (zero: lowest compared OMol25 entry of this formula, charge and spin) in kcal per mole: 16.46

=====

Record 2
C47H40BaBrF5N11O3P2S2 as an isolated structure in a non-equilibrium geometry, computed with ωB97M-V/def2-TZVPD.

Structure (ORCA input):
```
! wB97M-V def2-TZVPD RIJCOSX def2/J DEFGRID3
* xyz -1 1
Ba 1.685 -1.347 0.847
S 4.817 -1.591 -0.043
C 5.548 -0.302 0.872
C 6.955 -0.463 1.017
N 8.092 -0.634 1.115
C 4.983 0.839 1.382
S 3.328 1.372 1.374
C 5.853 1.784 2.001
N 6.523 2.578 2.501
F -4.057 1.621 -2.348
C -3.918 1.529 -1.001
C -2.823 0.907 -0.474
C -2.736 0.729 0.903
C -1.517 0.086 1.436
O -0.577 -0.039 0.653
C -1.600 -0.323 2.817
C -2.657 0.110 3.541
N -3.678 0.906 3.087
C -4.734 1.298 3.975
C -4.374 1.766 5.347
C -4.874 2.754 4.332
C -3.768 1.172 1.735
C -4.837 1.886 1.182
C -4.909 2.074 -0.190
N -5.981 2.844 -0.721
C -5.811 3.643 -1.917
C -6.874 4.765 -1.869
N -7.311 4.887 -0.439
C -8.127 3.693 -0.032
C -7.351 2.444 -0.511
C -0.618 -1.260 3.565
O -1.014 -1.664 4.659
O 0.454 -1.519 2.965
H -2.026 0.533 -1.103
H -2.714 -0.203 4.575
H -5.646 0.719 3.865
H -3.324 1.805 5.595
H -5.028 1.478 6.157
H -4.140 3.423 3.903
H -5.871 3.156 4.450
H -5.600 2.311 1.821
H -5.936 3.083 -2.848
H -4.808 4.066 -1.918
H -7.766 4.521 -2.444
H -6.488 5.724 -2.205
H -7.803 5.760 -0.255
H -6.456 4.853 0.128
H -9.107 3.792 -0.496
H -8.232 3.733 1.051
H -7.805 2.049 -1.429
H -7.402 1.660 0.239
F 2.519 -0.786 -7.892
C 2.462 -0.384 -6.622
C 2.367 0.961 -6.328
F 2.331 1.861 -7.316
C 2.303 1.358 -5.005
F 2.207 2.673 -4.781
C 2.324 0.456 -3.948
P 2.300 0.995 -2.178
C 3.772 2.074 -2.133
C 4.978 1.422 -1.883
C 6.154 2.146 -1.759
C 6.129 3.529 -1.866
C 4.929 4.183 -2.112
C 3.753 3.461 -2.249
C 0.889 2.150 -2.100
C 0.777 2.855 -0.895
C -0.310 3.684 -0.665
C -1.305 3.815 -1.626
C -1.215 3.100 -2.810
C -0.128 2.266 -3.043
C 2.421 -0.902 -4.271
Br 2.471 -2.262 -2.966
C 2.489 -1.308 -5.594
F 2.576 -2.597 -5.924
H 4.990 0.347 -1.728
H 7.076 1.627 -1.533
H 7.040 4.099 -1.735
H 4.906 5.263 -2.187
H 2.824 3.983 -2.435
H 1.552 2.747 -0.140
H -0.373 4.227 0.270
H -2.145 4.480 -1.448
H -1.987 3.186 -3.566
H -0.079 1.710 -3.971
N -3.823 -4.468 -1.052
C -2.711 -4.700 -0.813
N -1.453 -5.051 -0.536
C -0.655 -4.017 -0.467
N 0.157 -3.180 -0.410
C 4.051 -6.814 3.561
N 2.680 -6.831 3.057
C 2.693 -7.413 1.715
N 3.603 -6.755 0.782
C 4.940 -6.744 1.366
N 5.008 -6.135 2.691
C 4.741 -4.694 2.624
P 3.049 -4.288 1.969
C 2.108 -5.477 3.037
C 3.152 -5.392 0.480
H 4.380 -7.852 3.674
H 4.062 -6.337 4.544
H 1.681 -7.384 1.307
H 3.002 -8.459 1.805
H 5.618 -6.213 0.696
H 5.276 -7.782 1.456
H 5.479 -4.211 1.979
H 4.859 -4.258 3.619
H 1.074 -5.525 2.685
H 2.071 -5.085 4.057
H 3.848 -4.935 -0.231
H 2.172 -5.427 -0.003
*
```

Summary:
HOMO in eV: -3.24
Relative energy (zero: lowest compared OMol25 entry of this formula, charge and spin) in kcal per mole: 0.00

=====

Record 3
A 9-piece molecular cluster, C47H40Br2O17S overall in a non-equilibrium geometry, computed with ωB97M-V/def2-TZVPD.

Structure (ORCA input):
```
! wB97M-V def2-TZVPD RIJCOSX def2/J DEFGRID3
* xyz 0 1
Br 6.450 -2.182 1.274
C 6.191 -1.897 3.210
C 6.980 -2.809 4.209
Br 6.057 -2.836 5.952
H 5.105 -1.987 3.218
H 6.392 -0.852 3.446
H 7.930 -2.295 4.355
H 7.063 -3.816 3.799
O -1.322 -0.752 -0.973
S -0.679 0.495 -1.338
O -0.648 0.879 -2.769
O -1.279 1.832 -0.466
C -1.560 1.634 0.874
C -1.263 2.967 1.617
C 1.032 0.433 -0.651
H -0.825 0.959 1.312
H -2.547 1.246 1.126
H -1.372 2.779 2.685
H -1.950 3.801 1.475
H -0.290 3.397 1.378
H 0.948 0.060 0.370
H 1.402 1.453 -0.750
H 1.627 -0.217 -1.292
C -5.862 6.660 -6.045
C -4.807 7.422 -5.667
C -3.511 6.868 -5.186
O -2.529 7.594 -4.945
C -3.481 5.356 -5.285
C -4.489 4.607 -5.783
C -5.796 5.185 -6.153
O -6.727 4.555 -6.647
H -6.796 7.016 -6.455
H -4.861 8.498 -5.591
H -2.529 4.935 -4.997
H -4.358 3.559 -6.008
C -3.226 -5.221 3.090
C -3.556 -3.900 3.182
C -3.645 -3.226 4.422
O -3.994 -2.031 4.524
C -3.219 -4.109 5.508
C -2.893 -5.403 5.419
C -2.988 -6.144 4.164
O -2.876 -7.397 4.028
H -3.207 -5.642 2.096
H -3.586 -3.269 2.305
H -3.152 -3.649 6.483
H -2.586 -5.896 6.329
C -7.699 5.363 1.348
C -8.817 4.910 0.758
C -9.207 5.428 -0.565
O -10.207 5.042 -1.179
C -8.306 6.445 -1.168
C -7.212 6.898 -0.507
C -6.780 6.408 0.825
O -5.728 6.723 1.312
H -7.431 4.893 2.283
H -9.417 4.221 1.334
H -8.530 6.882 -2.130
H -6.753 7.779 -0.929
C 7.204 1.958 -4.117
C 6.882 0.897 -4.843
C 5.544 0.792 -5.497
O 5.315 -0.172 -6.243
C 4.695 1.874 -5.140
C 5.083 2.976 -4.444
C 6.428 3.130 -3.882
O 6.770 4.115 -3.214
H 8.197 1.967 -3.692
H 7.618 0.110 -4.914
H 3.700 1.948 -5.554
H 4.377 3.792 -4.425
C 1.343 -4.527 -7.620
C 1.485 -4.059 -6.351
C 1.522 -4.942 -5.202
O 1.832 -4.568 -4.128
C 1.148 -6.338 -5.544
C 1.003 -6.785 -6.795
C 1.163 -5.911 -7.934
O 1.223 -6.394 -9.017
H 1.253 -3.839 -8.447
H 1.356 -2.990 -6.265
H 0.941 -7.049 -4.757
H 0.813 -7.840 -6.926
C 2.383 1.200 8.160
C 1.999 1.149 6.874
C 2.594 2.077 5.774
O 2.369 1.999 4.595
C 3.377 3.132 6.524
C 3.664 3.215 7.836
C 3.461 2.119 8.716
O 4.052 1.966 9.817
H 1.884 0.446 8.751
H 1.257 0.449 6.518
H 3.707 3.934 5.880
H 4.287 3.989 8.259
C 1.482 -5.179 1.725
C 1.854 -6.392 1.309
C 2.479 -7.421 2.041
O 2.900 -8.504 1.556
C 2.649 -7.116 3.454
C 2.260 -5.883 3.953
C 1.745 -4.764 3.132
O 1.561 -3.614 3.494
H 1.106 -4.448 1.024
H 1.731 -6.609 0.259
H 3.202 -7.820 4.057
H 2.424 -5.720 5.008
*
```

Summary:
HOMO in eV: -10.22
SMILES string: O=C1C=CC(=O)C=C1.O=C1C=CC(=O)C=C1.O=C1C=CC(=O)C=C1.O=C1C=CC(=O)C=C1.O=C1C=CC(=O)C=C1.O=C1C=CC(=O)C=C1.O=C1C=CC(=O)C=C1.CCOS(C)(=O)=O.BrCCBr

=====

Record 4
C47H40Cl7CsN6O5S2 as an isolated structure in a non-equilibrium geometry, computed with ωB97M-V/def2-TZVPD.

Structure (ORCA input):
```
! wB97M-V def2-TZVPD RIJCOSX def2/J DEFGRID3
* xyz -2 1
Cs -0.693 0.182 1.021
Cl 2.230 0.870 8.348
C 1.453 -0.077 7.100
C 1.367 0.447 5.819
C 0.768 -0.253 4.773
N 0.630 0.295 3.522
C 1.526 0.879 2.783
O 1.206 1.580 1.780
C 3.028 0.687 2.996
C 3.893 1.645 2.467
C 5.254 1.487 2.630
C 5.719 0.363 3.301
C 4.785 -0.547 3.770
N 3.471 -0.398 3.628
C 0.163 -1.513 5.044
C 0.289 -2.022 6.334
C 0.917 -1.325 7.356
Cl 1.002 -2.058 8.948
N -0.406 -2.343 4.083
C -1.227 -1.954 3.135
O -1.894 -0.903 2.990
C -1.422 -3.061 2.086
C -1.105 -4.390 2.391
C -1.340 -5.368 1.448
C -1.873 -5.006 0.215
C -2.138 -3.667 -0.003
N -1.925 -2.712 0.902
H 1.766 1.437 5.625
H 3.463 2.477 1.927
H 5.947 2.224 2.239
H 6.776 0.193 3.458
H 5.108 -1.443 4.292
H -0.127 -3.000 6.534
H -0.676 -4.596 3.360
H -1.111 -6.405 1.665
H -2.073 -5.739 -0.558
H -2.540 -3.336 -0.956
Cl 1.736 -2.239 1.321
C 2.704 -1.819 -0.096
Cl 2.609 -0.090 -0.465
H 2.331 -2.371 -0.951
H 3.738 -2.065 0.115
S 0.063 -2.518 -2.415
C -1.050 -2.039 -3.517
N -1.585 -2.861 -4.442
C -2.542 -2.410 -5.444
C -2.235 -0.991 -5.817
N -2.283 -0.191 -4.605
C -2.746 1.185 -4.785
C -1.860 1.960 -5.731
C -2.334 2.358 -6.974
C -1.517 3.053 -7.859
C -0.210 3.349 -7.503
C 0.272 2.954 -6.260
C -0.546 2.265 -5.378
C -1.560 -0.567 -3.515
S -1.241 0.401 -2.253
C -1.175 -4.255 -4.578
C -0.266 -4.445 -5.767
C -0.640 -5.265 -6.824
C 0.189 -5.423 -7.929
C 1.399 -4.751 -7.986
C 1.778 -3.925 -6.933
C 0.953 -3.773 -5.830
H -3.563 -2.488 -5.055
H -2.452 -3.060 -6.315
H -2.983 -0.610 -6.513
H -1.257 -0.921 -6.306
H -2.781 1.655 -3.805
H -3.761 1.139 -5.187
H -3.358 2.130 -7.251
H -1.903 3.362 -8.822
H 0.430 3.892 -8.187
H 1.287 3.193 -5.970
H -0.175 1.972 -4.403
H -2.076 -4.861 -4.702
H -0.685 -4.547 -3.651
H -1.589 -5.789 -6.781
H -0.116 -6.066 -8.745
H 2.046 -4.867 -8.846
H 2.723 -3.398 -6.970
H 1.248 -3.132 -5.007
Cl -3.866 0.568 0.036
C -3.795 1.739 1.383
Cl -5.409 2.442 1.717
H -3.102 2.553 1.133
H -3.485 1.197 2.271
C -0.990 5.216 7.003
C 0.247 4.978 6.187
C 1.504 5.309 6.664
C 2.626 5.078 5.887
Cl 4.213 5.511 6.515
C 2.513 4.518 4.632
C 1.260 4.178 4.136
C 0.127 4.405 4.912
O -1.130 4.097 4.547
C -1.361 3.457 3.289
C -1.278 4.360 2.045
O -0.862 5.519 2.175
O -1.621 3.757 0.988
H -0.736 5.669 7.963
H -1.523 4.281 7.184
H -1.684 5.870 6.470
H 1.610 5.744 7.650
H 3.398 4.347 4.036
H 1.173 3.759 3.144
H -2.371 3.062 3.368
H -0.683 2.609 3.150
*
```

Summary:
HOMO in eV: -1.77
Relative energy (zero: lowest compared OMol25 entry of this formula, charge and spin) in kcal per mole: 33.47

=====

| no. | frontier orbital gap (eV) |
| --- | --- |
| 1 | 5.70 |
| 2 | 2.43 |
| 3 | 7.84 |
| 4 | 4.47 |